(1)
Below is C24H34ClF10GaKLiMgN4O9 as an isolated structure, with properties calculated with ωB97M-V/def2-TZVPD.

CARTESIAN COORDINATES (ANGSTROEM)
Ga1 0.69746 -2.67471 -0.00530
K1 -3.77505 -0.38782 4.06876
Cl1 6.32428 2.44823 0.46446
Mg1 4.75368 -6.72863 5.03541
F1 -6.94260 0.63615 2.18928
F2 -5.12539 0.47062 5.23460
F3 -10.55020 1.80603 4.64395
F4 0.15187 -4.40400 -0.47488
F5 -8.73613 -0.83778 3.17040
F6 -6.88195 -0.70170 4.77094
F7 -10.71073 -0.07548 2.67526
F8 -9.00808 2.00303 3.12665
F9 6.42618 1.50252 2.99455
F10 -5.19576 -0.58811 2.56386
O1 3.71190 -3.82486 -0.65507
O2 5.47727 1.19943 -1.41865
O3 -7.00831 1.52266 4.88109
O4 6.96843 1.21366 5.16509
O5 2.71598 -1.10728 2.34575
O6 6.66362 0.93190 7.38616
O7 -0.49604 2.02676 -4.42676
O8 4.98712 0.48558 5.94541
O9 1.20538 -1.78068 -1.57449
N1 -3.06494 0.51261 -0.58995
N2 -0.68490 -1.74226 0.96592
N3 5.89723 1.20737 -4.70667
N4 2.32092 -2.93387 1.04212
C1 -8.37093 1.29303 5.28116
C2 -4.98680 1.72715 -1.37700
C3 4.03798 -1.04531 0.37452
C4 -9.42248 1.22930 4.15700
C5 -5.87064 0.53431 2.96868
C6 -0.21643 1.79965 -5.58495
C7 1.21611 1.64051 -6.02731
C8 4.81610 0.59764 -6.56478
C9 4.83375 0.69735 4.54321
C10 -4.34073 0.90797 -0.46781
C11 -9.80177 -0.16984 3.66928
C12 6.24629 0.88490 6.27800
C13 -2.95338 1.77996 -2.63134
C14 -2.39997 0.95466 -1.66500
C15 -1.28236 1.66436 -6.64035
C16 5.03901 0.27821 -5.22735
C17 -4.27425 2.17113 -2.48047
C18 3.26977 -5.28732 1.16301
C19 6.23313 2.10065 -5.67281
C20 -6.25684 0.44797 4.46104
C21 3.00311 -1.70425 1.31682
C22 6.25779 0.68348 4.06601
C23 5.56543 1.74056 -6.84676
C24 3.14442 -3.91522 0.40839
Li1 3.33005 -6.92568 2.71400
H1 -10.24251 -0.75992 4.47819
H2 4.34811 1.66049 4.37039
H3 1.55300 -2.45082 -2.18984
H4 5.04036 -1.53995 0.47342
H5 -1.36030 -1.41350 0.26759
H6 4.28201 -5.72183 0.98791
H7 4.22909 -0.08831 4.09061
H8 4.91570 1.16479 -2.21198
H9 6.64334 -0.31088 3.82716
H10 4.65767 -0.52633 -4.61740
H11 -4.74414 2.81453 -3.21470
H12 -1.14612 -2.38801 1.62161
H13 -1.37068 0.62008 -1.74387
H14 -2.36419 2.10525 -3.47858
H15 2.99250 -5.19646 2.25252
H16 -8.45133 0.45147 5.97066
H17 1.87502 1.76200 -5.16675
H18 5.62770 2.25842 -7.79039
H19 4.21161 0.02273 0.64137
H20 -1.14335 2.42556 -7.41011
H21 6.23215 1.22490 -3.75334
H22 3.71289 -1.13234 -0.69026
H23 -4.85801 0.53943 0.41157
H24 2.51339 -5.98147 0.69786
H25 1.46291 2.40096 -6.77059
H26 5.36150 2.12090 -1.08637
H27 -8.62068 2.17222 5.87758
H28 4.18226 0.05308 -7.24572
H29 -5.23071 1.40729 2.78042
H30 -6.02044 2.01084 -1.22608
H31 -1.23872 0.67015 -7.08861
H32 1.36592 0.64460 -6.44905
H33 -2.26287 1.80091 -6.18498
H34 6.90928 2.91467 -5.46327

Output
E_HOMO (eV): -12.38
HOMO-LUMO gap (eV): 1.82
Total charge: +2

---

(2)
Below is an isolated ion of composition C6H12FN2O and charge +1, with properties calculated with ωB97M-V/def2-TZVPD.

CARTESIAN COORDINATES (ANGSTROEM)
F1 1.70428 -2.06661 0.42247
O1 0.67367 0.87496 2.03209
N1 2.04918 -0.68588 2.76082
N2 -0.74101 0.61088 -0.15515
C1 -2.23283 0.67118 -0.58914
C2 1.15275 -0.22522 1.90812
C3 -0.03058 1.65697 -0.93201
C4 0.85462 -1.07470 0.69336
C5 -0.13535 -1.37154 -1.70303
C6 -0.01845 -0.65554 -0.30235
H1 0.44180 -0.91471 -2.38995
H2 -0.54065 2.53546 -0.61922
H3 -0.09125 1.42354 -1.95858
H4 -2.84074 0.21024 0.17248
H5 -2.13276 0.19108 -1.48279
H6 -2.50020 1.68847 -0.74746
H7 2.21720 -0.27537 3.57280
H8 -1.12727 -1.09499 -1.97180
H9 0.99794 1.61342 -0.61583
H10 -0.55445 0.76102 0.89248
H11 0.20338 -2.38137 -1.58772
H12 2.65072 -1.49128 2.60042

Output
SMILES: C/C(=C(\F)C(N)=O)[NH+](C)C
E_HOMO (eV): -14.15
ΔE to the lowest compared entry with this formula, charge and spin (kcal per mole): 0.0
HOMO-LUMO gap (eV): 10.43
Total charge: +1

---

(3)
Below is a 8-piece molecular cluster, C4H25N2O10 overall, with properties calculated with ωB97M-V/def2-TZVPD.

CARTESIAN COORDINATES (ANGSTROEM)
O1 1.15883 3.75669 0.42004
O2 -1.88184 -1.35471 -0.16181
O3 1.07484 -0.38401 -2.86802
O4 -2.62484 -1.04721 2.43836
O5 -3.11007 0.93235 -0.94639
O6 1.45688 1.36203 -0.75922
O7 0.67345 -2.57393 2.33011
O8 -0.90232 1.89866 -2.17067
O9 -2.49170 1.47708 1.69413
O10 0.12623 0.31210 0.77323
N1 2.13635 0.94602 1.49144
N2 0.95154 -3.02101 -0.27808
C1 0.85904 -1.52451 -2.20610
C2 1.32849 -1.78014 -0.98277
C3 1.46409 0.43820 0.34084
C4 2.17851 -0.82842 -0.20691
H1 1.70585 -3.69170 -0.40194
H2 -0.54265 -0.27525 0.30575
H3 3.09631 1.22320 1.34272
H4 1.30133 2.30674 -0.51139
H5 -2.34557 1.38250 -1.39104
H6 -2.45721 -0.72001 -0.64390
H7 1.64786 1.71710 1.93063
H8 -1.50598 1.49123 1.63836
H9 -3.91267 1.32669 -1.29873
H10 -2.77066 1.38937 0.75042
H11 0.83419 -2.86976 0.79515
H12 0.31592 -2.21645 -2.84448
H13 -0.61661 1.51519 -3.00477
H14 0.07729 -3.37620 -0.66424
H15 -2.66616 -0.06135 2.25676
H16 0.24693 4.03055 0.58418
H17 -0.12144 1.71707 -1.59788
H18 0.97294 -1.67899 2.53092
H19 2.66171 -1.36311 0.61411
H20 -2.28312 -1.37851 0.74008
H21 1.42943 0.30039 -2.27719
H22 -0.28169 -2.54778 2.55691
H23 3.02082 -0.50466 -0.82854
H24 -3.33696 -1.25102 3.07469
H25 1.60688 4.56512 0.11425

Output
E_HOMO (eV): -12.72
ΔE to the lowest compared entry with this formula, charge and spin (kcal per mole): 0.0
HOMO-LUMO gap (eV): 10.22
Total charge: +1

---

(4)
Below is a 6-piece molecular cluster, C12H35ClN4O6PS5 overall, with properties calculated with ωB97M-V/def2-TZVPD.

CARTESIAN COORDINATES (ANGSTROEM)
Cl1 -1.84534 1.71410 -4.00174
S1 1.27118 1.46991 2.66941
S2 -1.36140 -3.48787 -1.17568
S3 -4.64935 -2.97448 -4.81148
S4 0.51340 -2.71023 6.61020
S5 4.66068 6.21798 -1.18730
P1 -0.97094 1.93229 -2.10137
O1 -1.52448 3.45837 -1.51716
O2 0.69410 1.70137 1.30572
O3 3.65554 5.90753 -2.25552
O4 0.32279 -1.47130 5.79200
O5 -1.39584 -2.13066 -1.80946
O6 -4.24724 -4.35821 -4.40966
N1 0.78798 2.10376 -2.18472
N2 1.49024 -0.14327 -1.60110
N3 3.14988 1.61421 -2.06885
N4 1.47252 3.25852 -2.48585
C1 0.51115 -2.21662 8.34576
C2 2.86775 2.98692 -2.44478
C3 0.34851 -4.06628 -1.22750
C4 2.49672 0.15329 2.52119
C5 1.80580 1.11828 -1.92485
C6 4.05464 5.49440 0.35161
C7 -6.18988 -2.58792 -3.95400
C8 4.41236 7.93579 -0.69698
C9 -1.07066 -3.57336 6.65987
C10 -1.99379 -4.66414 -2.38660
C11 -5.37571 -3.08042 -6.46010
C12 0.07426 0.50272 3.60680
H1 3.36343 8.10399 -0.44786
H2 2.05513 -0.71160 2.02248
H3 -5.79052 -2.11011 -6.73815
H4 0.39322 -5.10100 -0.88487
H5 -0.21390 -0.38393 3.04028
H6 -0.37507 -1.61767 8.56136
H7 -6.92040 -3.38017 -4.12572
H8 0.62452 -0.57825 -1.97152
H9 3.02799 5.81587 0.53541
H10 3.33415 0.52567 1.92932
H11 -5.98093 -2.51239 -2.88650
H12 -6.57777 -1.63399 -4.31496
H13 2.09732 -0.70719 -1.00409
H14 0.52674 -3.10638 8.97720
H15 -1.87202 -5.67977 -2.00569
H16 5.04461 8.16352 0.16258
H17 -1.45987 -4.55073 -3.33110
H18 -1.29566 -3.93958 5.65786
H19 4.08321 4.40800 0.25765
H20 -3.05273 -4.46324 -2.54469
H21 -1.00300 -4.41826 7.34694
H22 -0.80627 1.12120 3.78462
H23 -1.16926 3.46861 -0.59231
H24 0.73668 -3.99010 -2.24495
H25 4.69850 5.80263 1.17664
H26 -1.85753 -2.88911 6.98140
H27 0.50977 0.21186 4.56243
H28 0.94574 -3.43994 -0.56310
H29 1.03817 4.16278 -2.71444
H30 1.40539 -1.62271 8.53678
H31 2.85172 -0.12642 3.51413
H32 -4.59083 -3.35327 -7.16606
H33 4.69399 8.57725 -1.53245
H34 -6.15720 -3.84177 -6.47445
H35 3.72785 3.69149 -2.66204

Output
E_HOMO (eV): -10.67
HOMO-LUMO gap (eV): 7.75
Total charge: +1

---

(5)
Below is C11H18ClF9N9O8RhS as an isolated structure, with properties calculated with ωB97M-V/def2-TZVPD.

CARTESIAN COORDINATES (ANGSTROEM)
Rh1 0.21211 -0.73260 0.37588
Cl1 2.85382 -2.36903 -0.50958
S1 2.08991 2.00225 -0.57406
F1 -2.20471 -1.71419 3.36502
F2 -1.25722 0.12922 3.95302
F3 1.39469 -3.73278 3.16832
F4 2.52146 -1.34527 3.70130
F5 1.22007 -0.38279 5.13330
F6 -1.30531 -1.54194 5.32161
F7 -0.64678 -3.89893 3.83157
F8 1.32647 0.34298 3.09586
F9 0.87711 -3.17699 5.19108
O1 0.04951 -1.75635 2.06965
O2 0.99568 2.36432 -1.49379
O3 2.45443 3.06273 0.32935
O4 1.36526 -2.21943 -0.72410
O5 3.50471 -1.60373 -1.52882
O6 1.76902 0.73642 0.14050
O7 3.14646 -1.86552 0.79425
O8 3.14142 -3.75638 -0.63281
N1 -2.96035 -3.49431 -1.29817
N2 -0.63430 5.46238 2.17395
N3 -1.54285 -2.07284 -0.07997
N4 -0.33588 4.38841 0.15463
N5 -1.89906 -1.77312 -2.36677
N6 -0.43324 -0.09554 -1.66105
N7 -1.04610 1.01928 1.03936
N8 -1.25670 -0.11938 -3.84291
N9 -1.02991 3.23499 2.09956
C1 1.33858 -0.75759 3.85106
C2 -2.11293 -2.41972 -1.16275
C3 -1.00979 2.08450 1.49949
C4 -1.16596 -1.20073 4.03747
C5 -0.33128 0.92802 -4.24413
C6 3.48802 1.60215 -1.56408
C7 -2.44029 -0.28671 -4.67210
C8 -0.64367 4.32212 1.45679
C9 0.17754 -1.70639 3.41917
C10 0.46836 -3.15383 3.91783
C11 -1.16199 -0.60925 -2.57578
H1 -0.31189 0.96967 -5.33135
H2 -2.06911 -2.33411 -3.18474
H3 -0.75922 5.37435 3.16675
H4 -0.04033 0.82434 -1.86853
H5 -0.09296 3.53612 -0.34763
H6 -2.76210 0.68830 -5.04064
H7 -3.17119 -3.99722 -0.45205
H8 -1.83346 -2.58389 0.74569
H9 -0.61862 1.90837 -3.85286
H10 0.18661 5.18868 -0.16191
H11 0.67170 0.69727 -3.88954
H12 -3.74296 -3.38816 -1.92308
H13 -0.20793 6.29611 1.81508
H14 3.76834 2.49027 -2.12543
H15 4.28616 1.29313 -0.89348
H16 3.22696 0.77297 -2.21618
H17 -3.26369 -0.70139 -4.09569
H18 -2.24263 -0.92925 -5.53353

Output
E_HOMO (spin up / spin down) (eV): -9.14 / -9.67
ΔE to the lowest compared entry with this formula, charge and spin (kcal per mole): 10.5
Multiplicity: 5
HOMO-LUMO gap (spin up / spin down) (eV): 9.07 / 7.47

---

Max |F| values, unit eV/Å, following the record order: 8.33, 5.09, 1.25, 6.52, 0.13.